1) Below is one molecule with the formula CH3IO2, with properties calculated with the ωB97M-V functional and the def2-TZVPD basis.

Its frontier orbital gap (spin up / spin down) is 7.570 / 7.546 eV. The SMILES is OCOI.

The geometry in ORCA input format:
```
! wB97M-V def2-TZVPD RIJCOSX def2/J DEFGRID3
* xyz 0 1
C 0.5069 0.2835 -0.2242
O 0.7705 -1.0315 0.1563
O -0.5752 0.9121 0.4278
I -2.7063 -0.0575 -0.0785
H 1.3886 1.0030 -0.0196
H 0.0969 0.0375 -1.2825
H 0.5186 -1.1471 1.0207
*
```

2) Below is one molecule with the formula CH3IO2, with properties calculated with the ωB97M-V functional and the def2-TZVPD basis.

Its frontier orbital gap (spin up / spin down) is 7.748 / 7.757 eV. The SMILES is COOI.

The geometry in ORCA input format:
```
! wB97M-V def2-TZVPD RIJCOSX def2/J DEFGRID3
* xyz 0 1
C -0.2330 0.1199 -0.7595
O -0.8883 -0.3988 0.3523
O -0.4224 0.2123 1.5487
I 1.6865 -0.5287 2.1528
H -0.3512 1.1855 -0.9210
H -0.7370 -0.3685 -1.4856
H 0.9453 -0.2218 -0.8878
*
```

Least stable = 2)

1) Below is one molecule with the formula Cl2H2NOP, with properties calculated with the ωB97M-V functional and the def2-TZVPD basis.

Its frontier orbital gap is 9.483 eV. The SMILES is N=P(O)(Cl)Cl.

The geometry in ORCA input format:
```
! wB97M-V def2-TZVPD RIJCOSX def2/J DEFGRID3
* xyz 0 1
N -0.7237 1.3354 0.2678
O -0.8770 -1.0835 -0.6076
P 0.0779 0.1303 -0.2962
Cl 1.3637 0.1544 -1.7986
Cl 1.3468 -1.0736 1.5065
H -0.2659 2.1377 0.7237
H -0.9219 -1.6007 0.2045
*
```

2) Below is a 2-piece molecular cluster, Cl2H2NOP overall, with properties calculated with the ωB97M-V functional and the def2-TZVPD basis.

Its frontier orbital gap (spin up / spin down) is 9.076 / 8.638 eV.

The geometry in ORCA input format:
```
! wB97M-V def2-TZVPD RIJCOSX def2/J DEFGRID3
* xyz 0 1
N 2.5809 -0.5195 -0.0350
O -1.9392 0.5060 1.5523
P -1.2681 0.6083 0.2610
Cl -2.0247 2.1781 -0.8713
Cl -1.3805 -0.9916 -0.9268
H 1.7426 -0.2744 0.4622
H 2.2890 -1.5070 -0.4425
*
```

Least stable = 2)

1) Below is a 2-piece molecular cluster, CH6NO overall, with properties calculated with the ωB97M-V functional and the def2-TZVPD basis.

Its frontier orbital gap is 7.109 eV.

The geometry in ORCA input format:
```
! wB97M-V def2-TZVPD RIJCOSX def2/J DEFGRID3
* xyz -1 1
O 1.1177 -1.2326 -0.9718
H 1.8222 -1.7795 -0.6023
C -0.0594 0.6762 0.8982
N -1.1715 0.7125 -0.0201
H 0.6817 -0.1205 0.7806
H -0.3468 0.4409 1.9232
H 0.5366 1.5890 0.8706
H -0.9454 0.0974 -0.7985
H -1.9632 0.3114 0.4621
*
```

2) Below is a 2-piece molecular cluster, CH6NO overall, with properties calculated with the ωB97M-V functional and the def2-TZVPD basis.

Its frontier orbital gap is 6.722 eV.

The geometry in ORCA input format:
```
! wB97M-V def2-TZVPD RIJCOSX def2/J DEFGRID3
* xyz -1 1
O 2.2208 -0.9022 1.1295
H 3.0156 -0.8763 0.5992
C -0.8728 0.5122 -0.7350
N -0.7182 0.0493 0.6529
H -0.0994 0.0251 -1.3172
H -0.5912 1.5791 -0.7605
H -1.8015 0.4087 -1.3043
H -1.4120 -0.6051 0.9451
H 0.2587 -0.1909 0.7902
*
```

Least stable = 1)

1) Below is CH3O3S2 as an isolated structure, with properties calculated with the ωB97M-V functional and the def2-TZVPD basis.

Its frontier orbital gap is 7.250 eV.

The geometry in ORCA input format:
```
! wB97M-V def2-TZVPD RIJCOSX def2/J DEFGRID3
* xyz -1 1
C -0.3069 -0.7348 -0.7750
O -2.5884 -0.8352 -1.9217
O -2.2154 -1.8141 0.3515
O 0.2322 0.4336 2.0556
S -1.1276 -0.4084 1.4425
S -1.7187 -1.7103 -1.0988
H 0.1725 0.0824 -1.4744
H 0.4669 -1.4067 -0.4452
H 0.1666 1.3804 1.8802
*
```

2) Below is a 2-piece molecular cluster, CH3O3S2 overall, with properties calculated with the ωB97M-V functional and the def2-TZVPD basis.

Its frontier orbital gap (spin up / spin down) is 6.987 / 6.989 eV.

The geometry in ORCA input format:
```
! wB97M-V def2-TZVPD RIJCOSX def2/J DEFGRID3
* xyz -1 1
C -1.1639 0.6101 1.5316
O -0.6035 -2.4464 2.2066
O -2.9092 -1.7816 2.5726
O 0.2864 1.9437 -0.5563
S -0.6430 0.4321 -0.0512
S -1.5186 -1.4728 2.9055
H -0.4875 0.5939 2.3142
H -2.1598 1.0730 1.7010
H 1.0407 1.9357 -0.0205
*
```

Least stable = 1)

1) Below is C4H8N2S as an isolated structure, with properties calculated with the ωB97M-V functional and the def2-TZVPD basis.

Its frontier orbital gap is 9.026 eV.

The geometry in ORCA input format:
```
! wB97M-V def2-TZVPD RIJCOSX def2/J DEFGRID3
* xyz 0 1
C 1.1463 -1.3632 -0.6508
C -0.0114 0.2521 0.8687
C 0.0611 1.3790 0.0029
C -1.4187 0.1178 0.2935
H 1.5203 -0.5390 -1.2988
H 0.1488 -1.7837 -1.1796
H 1.7906 -2.1651 -0.4862
H 0.5961 -1.5759 1.4783
H -0.0300 0.6222 1.9211
H 0.5689 1.4969 -1.0765
H 0.3819 2.4026 0.2210
H -1.9237 1.8157 -0.6827
N 0.9645 -0.8560 0.7633
N -1.3208 1.2771 -0.2678
S -2.4738 -1.0806 0.0937
*
```

2) Below is a 2-piece molecular cluster, C4H8N2S overall, with properties calculated with the ωB97M-V functional and the def2-TZVPD basis.

Its frontier orbital gap is 8.442 eV. The SMILES is C#[N+][S-].C/C=N/C.

The geometry in ORCA input format:
```
! wB97M-V def2-TZVPD RIJCOSX def2/J DEFGRID3
* xyz 0 1
C 1.4780 -0.5959 -1.1950
C -0.5185 -0.3265 0.5436
C -1.0671 -1.7514 0.4176
C -0.6910 2.0314 0.0422
N 2.5004 -0.3277 -0.6387
N -1.1608 0.6585 -0.0086
S 3.7933 -0.2553 0.2239
H 0.9133 -0.0053 -1.8626
H 0.3586 -0.2871 1.1500
H -1.8587 -1.8798 -0.3556
H -1.5679 -2.0019 1.4071
H -0.4098 -2.5204 0.2009
H -0.1261 2.3379 -0.7791
H -1.5906 2.6727 -0.0534
H -0.0530 2.2510 0.9076
*
```

3) Below is one molecule with the formula C4H8N2S, with properties calculated with the ωB97M-V functional and the def2-TZVPD basis.

Its frontier orbital gap is 8.399 eV. The SMILES is C=C(CN)C(N)=S.

The geometry in ORCA input format:
```
! wB97M-V def2-TZVPD RIJCOSX def2/J DEFGRID3
* xyz 0 1
C -1.3173 0.2408 -0.0885
C 0.1622 0.6696 -0.0913
C 0.5446 1.9471 -0.1009
C 1.2321 -0.3877 -0.0674
H -1.3573 -0.5061 1.8273
H -1.0317 -1.5925 0.7595
H -1.9310 1.1462 0.1134
H -1.6516 -0.0513 -1.0701
H -0.1305 2.8293 -0.2476
H 1.5998 2.1658 -0.0401
H 1.7010 -2.2240 -0.6356
H 0.1927 -1.7646 -1.2519
N -1.7097 -0.8110 0.9095
N 0.9132 -1.5961 -0.5301
S 2.7834 -0.0653 0.5140
*
```

Least stable = 2)

1) Below is one molecule with the formula C3H3O3P, with properties calculated with the ωB97M-V functional and the def2-TZVPD basis.

Its frontier orbital gap is 7.381 eV.

The geometry in ORCA input format:
```
! wB97M-V def2-TZVPD RIJCOSX def2/J DEFGRID3
* xyz 0 1
C 1.5660 -0.0812 -0.3027
C 0.5859 0.9572 -0.3020
C 1.1715 -1.2805 0.0253
O 0.8459 -2.3349 0.1197
O -0.5880 0.8127 0.0588
O -3.2388 0.6154 0.0726
P -2.1414 -0.3402 -0.0560
H 2.5349 0.1026 -0.6125
H 0.9818 2.0358 -0.3202
H -1.7178 -0.4869 1.3171
*
```

2) Below is a 2-piece molecular cluster, C3H3O3P overall, with properties calculated with the ωB97M-V functional and the def2-TZVPD basis.

Its frontier orbital gap is 8.573 eV. The SMILES is C=CP=O.O=C=O.

The geometry in ORCA input format:
```
! wB97M-V def2-TZVPD RIJCOSX def2/J DEFGRID3
* xyz 0 1
C -0.9793 -0.6790 0.5805
C 2.1930 1.2095 0.0920
C -1.6937 0.0789 -0.2614
O 2.3096 2.1067 -0.6440
O 2.0829 0.3322 0.8355
O 0.9340 -1.3163 -1.2078
P 0.6065 -1.5469 0.2414
H -1.3849 -1.0309 1.5909
H -1.2370 0.3055 -1.1641
H -2.8311 0.5404 -0.0629
*
```

Least stable = 1)